Entry from the OMol25 dataset: an isolated molecule of C7H12 in a non-equilibrium geometry (ωB97M-V/def2-TZVPD).

Geometry as XYZ:
```
19
Properties=species:S:1:pos:R:3:forces:R:3:nbo_charge:R:1
C -0.793609 -0.700467 -1.170605 0.5 -0.1 -0.5 -0.14
C 0.093911 -0.749655 2.428321 -0.1 0.1 0.0 -0.60
C -1.032377 -1.157787 0.058718 -0.2 0.9 -0.6 -0.29
C 0.355651 0.233491 -1.270157 0.4 0.0 -0.2 -0.28
C -0.125083 1.615212 -1.735670 0.1 0.0 -0.1 -0.59
C 0.889445 0.260262 0.184629 0.1 0.0 0.0 -0.39
C 0.236782 -0.938925 0.921365 -0.2 0.1 0.0 -0.24
H 1.984644 0.259188 0.202343 -0.1 -0.1 0.2 0.21
H 0.898537 -1.814852 0.774540 -0.5 0.2 -0.1 0.21
H -0.611484 1.569079 -2.716124 0.1 0.0 0.1 0.21
H -1.481342 -0.952043 -1.971532 -0.1 0.7 -0.2 0.20
H -0.636684 0.035196 2.641447 0.0 0.0 0.1 0.20
H -0.847550 2.047886 -1.028374 0.2 -0.2 -0.1 0.20
H 1.046455 -0.458080 2.892505 -0.2 -0.1 -0.2 0.21
H 0.562374 1.178067 0.696279 0.0 -0.1 -0.2 0.20
H 0.724213 2.302440 -1.803028 -0.1 0.0 0.0 0.21
H 1.082980 -0.164210 -1.977610 0.4 0.2 -0.1 0.21
H -0.239242 -1.673074 2.915342 0.0 0.2 -0.1 0.21
H -2.107621 -0.891728 -0.042388 -0.3 -1.8 2.2 0.26
```
Positions in Å, forces in eV/Å.

Output
SMILES string: C[C@@H]1C=C[C@H](C)C1
DFT total energy: -7451.5363 eV
HOMO-LUMO gap: 9.798 eV
2S+1: 1
HOMO level: -0.3159 Ha
total charge: 0